Version i
Here is a structure of composition C4H9NOS from OMol25. Energies are from ωB97M-V/def2-TZVPD.

Properties
Total charge = 0
Kohn-Sham gap = 9.3307 eV
Spin multiplicity = 1

Atoms and positions in Å:
C (-1.4704, 1.5397, 0.5340)
N (-0.8024, 0.9270, -0.6860)
C (-0.4076, -0.4409, -0.2692)
C (0.5854, -1.0893, -1.2279)
S (1.8065, -2.1360, -0.0062)
C (0.5940, -0.4319, 0.9322)
O (1.2971, 0.6540, 1.2351)
H (-1.8996, 2.6668, 0.4548)
H (-2.2366, 0.7826, 0.8346)
H (-0.5968, 1.5490, 1.2782)
H (0.0860, 1.4992, -0.7251)
H (-1.2926, -0.9512, -0.1009)
H (0.2586, -1.8467, -1.9668)
H (1.1837, -0.3778, -1.6908)
H (2.6291, -1.1274, -0.2833)
H (0.2658, -1.2172, 1.6873)



Version ii
Here is an isolated molecule of C4H9NOS from OMol25. Energies are from ωB97M-V/def2-TZVPD.

Properties
Total charge = 0
Kohn-Sham gap = 8.7937 eV
Spin multiplicity = 1

Atoms and positions in Å:
C (-0.2909, 0.2700, 0.5455)
C (-0.3483, 1.7435, 0.9913)
C (-1.1692, -1.6495, -0.5580)
C (2.1216, -0.0073, -0.4762)
N (-1.3440, -0.3114, -0.0452)
O (-2.4009, 0.3514, -0.2210)
S (1.1258, -0.6897, 0.9209)
H (-0.5083, 2.3296, 0.1048)
H (-1.3687, 1.8915, 1.5706)
H (0.6397, 1.8329, 1.6106)
H (-0.1963, -1.9464, -0.5786)
H (-1.3483, -1.7122, -1.6236)
H (-1.7667, -2.3250, -0.0442)
H (2.3158, 0.9902, -0.3348)
H (1.6483, -0.1449, -1.4960)
H (2.8904, -0.6225, -0.3661)



Version iii
Here is an isolated molecule of C4H9NOS from OMol25. Energies are from ωB97M-V/def2-TZVPD.

Properties
Total charge = 0
Kohn-Sham gap = 9.3836 eV
Spin multiplicity = 1

Atoms and positions in Å:
C (-0.0927, 1.5052, -0.4918)
C (0.9317, 1.4469, 0.6654)
C (-0.1526, -0.8405, -0.4363)
C (-0.8718, -2.0014, 0.2165)
N (-1.0254, 0.3483, -0.3495)
O (2.3170, -0.1075, -0.7266)
S (1.4816, -0.2945, 0.4541)
H (-0.6999, 2.3256, -0.5683)
H (0.5580, 1.4104, -1.3608)
H (1.8579, 1.9795, 0.5405)
H (0.2356, 1.6921, 1.4695)
H (0.1557, -1.0595, -1.4336)
H (-0.9073, -1.8897, 1.3508)
H (-0.4157, -2.9731, 0.0604)
H (-1.9574, -1.8979, 0.0185)
H (-1.4148, 0.3563, 0.5910)



Most stable: version iii. Least stable: version ii.



Version i
Here is an isolated molecule of C4H9NOS from OMol25. Energies are from ωB97M-V/def2-TZVPD.

Properties
Total charge = 0
Kohn-Sham gap = 9.4409 eV
Spin multiplicity = 1

Atoms and positions in Å:
C (-0.7002, 0.7587, -0.6461)
C (1.0305, 1.7823, 0.7603)
C (-0.1243, -0.4566, 1.3461)
C (0.0270, 0.6488, 0.4560)
N (0.2637, -2.3195, -1.3828)
O (-1.5643, -0.2783, -1.0165)
S (-0.6549, -1.3574, -2.1009)
H (-0.7245, 1.5940, -1.3928)
H (1.6912, 1.9103, -0.0527)
H (1.5680, 1.3954, 1.6676)
H (0.6000, 2.8195, 0.8951)
H (-0.3549, -0.1476, 2.3721)
H (0.6385, -1.1810, 1.3383)
H (-1.0375, -1.1070, 1.1476)
H (1.1272, -1.9332, -1.1011)
H (-1.7854, -2.1284, -2.2901)



Version ii
Here is an isolated molecule of C4H9NOS from OMol25. Energies are from ωB97M-V/def2-TZVPD.

Properties
Total charge = 0
Kohn-Sham gap = 10.0465 eV
Spin multiplicity = 1

Atoms and positions in Å:
C (1.0924, -0.7678, 0.5264)
C (-0.2576, -0.2014, 0.1899)
C (-0.4887, 1.2373, 0.6128)
C (-1.3484, -1.1637, -0.1003)
H (2.3348, -0.3920, -1.4822)
H (1.2649, -0.8280, 1.5475)
H (1.1478, -1.7814, 0.1413)
H (-1.5274, 1.3665, 0.8554)
H (0.1054, 1.5077, 1.5862)
H (0.7777, 2.0386, -0.6180)
H (-2.2973, -0.7722, 0.2603)
H (-1.3057, -2.2371, -0.0886)
H (-1.1495, 0.3128, -1.5155)
N (-0.6221, -0.4949, -1.1741)
O (-0.1918, 2.0853, -0.4945)
S (2.4655, 0.0905, -0.2467)



Most stable: version ii. Least stable: version i.



Version i
Here is an isolated molecule of C4H9NOS from OMol25. Energies are from ωB97M-V/def2-TZVPD.

Properties
Total charge = 0
Kohn-Sham gap = 10.0677 eV
Spin multiplicity = 1

Atoms and positions in Å:
C (-0.1781, -1.3599, -0.1923)
N (-0.9099, -1.0130, 1.0676)
C (-1.3284, 0.2143, 1.4319)
O (-1.6477, 0.5944, 2.5331)
C (0.1869, -0.2325, -1.1510)
C (1.2661, 0.8547, -0.7842)
S (0.6601, 2.5480, -0.3273)
H (-0.8418, -2.0292, -0.7478)
H (0.5978, -2.0651, 0.1348)
H (-0.7137, -1.7466, 1.7340)
H (-1.3590, 0.8551, 0.5512)
H (-0.6878, 0.3969, -1.3125)
H (0.6362, -0.7348, -2.0093)
H (1.9131, 1.0625, -1.6494)
H (2.0738, 0.3959, -0.2018)
H (0.3323, 2.2593, 0.9229)



Version ii
Here is an isolated molecule of C4H9NOS from OMol25. Energies are from ωB97M-V/def2-TZVPD.

Properties
Total charge = 0
Kohn-Sham gap = 9.8372 eV
Spin multiplicity = 1

Atoms and positions in Å:
C (0.0711, -0.3534, 0.2434)
C (1.1076, -2.3921, -0.1075)
C (1.3689, 1.8314, 0.1663)
C (-2.5560, 0.6908, -0.2000)
N (1.1381, -0.9761, -0.0016)
O (0.1645, 1.1698, 0.3965)
S (-1.6615, -0.9294, 0.1464)
H (1.6465, -2.6712, -1.0869)
H (0.1259, -2.8259, 0.1610)
H (1.8043, -2.7840, 0.8342)
H (1.4617, 2.6804, 0.9971)
H (1.3424, 2.3381, -0.8510)
H (2.2686, 1.1409, 0.3619)
H (-2.5510, 1.3925, 0.5021)
H (-3.5689, 0.4985, -0.4987)
H (-2.1621, 1.1897, -1.0633)



Most stable: version i. Least stable: version ii.



Version i
Here is a cluster of 2 separate species, C2H8N4 in total from OMol25. Energies are from ωB97M-V/def2-TZVPD.

Properties
Total charge = 0
Kohn-Sham gap = 10.3263 eV
Spin multiplicity = 1

Atoms and positions in Å:
N (-1.6385, 3.0233, 1.4469)
C (-2.3222, 3.6231, 0.4256)
N (-2.8345, 2.9558, -0.5207)
H (-1.5791, 2.0243, 1.5197)
H (-1.4998, 3.5554, 2.2926)
H (-2.3220, 4.7088, 0.5415)
H (-3.2605, 3.5586, -1.2142)
N (3.2213, -2.6658, -0.1923)
C (2.0226, -3.0577, -0.8736)
N (1.3889, -4.0689, -0.4968)
H (3.0387, -2.2640, 0.7144)
H (3.8748, -3.4335, -0.2007)
H (1.7532, -2.3959, -1.6887)
H (0.6072, -4.3566, -1.0758)



Version ii
Here is a cluster of 3 separate species, C2H8N4 in total from OMol25. Energies are from ωB97M-V/def2-TZVPD.

Properties
Total charge = 0
Kohn-Sham gap = 9.7934 eV
Spin multiplicity = 1

Atoms and positions in Å:
C (0.8675, -0.5362, 0.0543)
N (0.1707, 0.4762, 0.8293)
N (0.0311, -1.5248, -0.3472)
N (2.1068, -0.3701, -0.1224)
H (0.3581, -2.2477, -0.9655)
H (-0.9588, -1.4208, -0.1131)
H (0.8435, 1.0214, 1.3658)
H (-0.9296, -0.1341, 1.8917)
H (2.5735, -1.1438, -0.5842)
C (-0.7757, 1.5123, -1.0125)
N (-0.7597, 1.3364, 0.2538)
H (-1.8656, -0.1852, 1.8702)
H (-0.3348, 0.8480, -1.7543)
H (-1.3269, 2.3685, -1.3658)



Most stable: version i. Least stable: version ii.



Version i
Here is a cluster of 2 separate species, C2H8N4 in total from OMol25. Energies are from ωB97M-V/def2-TZVPD.

Properties
Total charge = 0
Kohn-Sham gap = 9.6054 eV
Spin multiplicity = 1

Atoms and positions in Å:
N (1.2960, -0.6574, 1.0109)
C (1.8388, -1.4361, 0.0022)
N (3.1321, -1.6594, -0.0918)
H (2.0974, -0.2510, 1.5746)
H (0.3326, -0.4524, 1.0290)
H (1.0711, -1.7521, -0.7740)
H (3.4194, -2.5881, -0.5958)
N (-1.3652, 1.8406, 0.3913)
C (-1.9376, 1.2674, -0.7449)
N (-2.8509, 0.3837, -0.6757)
H (-1.5664, 1.6522, 1.3871)
H (-1.0573, 2.7967, 0.3436)
H (-1.6291, 1.8928, -1.5560)
H (-3.5585, 0.3618, -1.3959)



Version ii
Here is an isolated molecule of C2H8N4 from OMol25. Energies are from ωB97M-V/def2-TZVPD.

Properties
Total charge = 0
Kohn-Sham gap = 9.2221 eV
Spin multiplicity = 1

Atoms and positions in Å:
C (2.1274, -0.3066, -0.0612)
C (-0.7762, 1.1813, 0.1165)
H (2.3254, -1.4332, -0.1845)
H (2.4970, 0.1488, -0.9967)
H (2.6513, 0.1106, 0.8175)
H (0.2361, -0.3440, -0.7446)
H (-1.1425, 2.2216, 0.2930)
H (-2.6010, 0.9906, -0.3580)
H (-1.3809, -0.9900, 1.3517)
H (-1.4863, -1.8493, -0.3461)
N (0.7419, -0.1707, 0.0574)
N (0.4310, 1.1118, 0.2497)
N (-1.6779, 0.3044, -0.4559)
N (-1.9451, -0.9752, 0.2613)



Most stable: version i. Least stable: version ii.



Version i
Here is a cluster of 2 separate species, C3H5IO in total from OMol25. Energies are from ωB97M-V/def2-TZVPD.

Properties
Total charge = 0
Kohn-Sham gap = 10.5852 eV
Spin multiplicity = 1

Atoms and positions in Å:
C (1.2165, -1.0940, -0.0996)
C (0.5212, 0.1566, 0.0018)
C (0.3586, 1.4502, -0.0508)
O (-0.1758, -0.9812, 0.2462)
I (-3.5834, 0.0640, 0.1058)
H (1.4072, -1.5344, -1.0703)
H (1.8576, -1.4268, 0.7088)
H (1.1788, 2.0947, -0.3015)
H (-2.1859, -0.6304, 0.3012)
H (-0.5949, 1.9013, 0.1584)



Version ii
Here is a cluster of 2 separate species, C3H5IO in total from OMol25. Energies are from ωB97M-V/def2-TZVPD.

Properties
Total charge = 0
Kohn-Sham gap = 9.2469 eV
Spin multiplicity = 1

Atoms and positions in Å:
C (0.0442, 1.2832, 0.6693)
C (0.4094, 0.1629, -0.2004)
C (-0.5040, -1.0597, -0.1513)
O (0.0077, 1.3310, -0.7615)
I (2.5796, -0.3134, -0.0059)
H (-1.0127, 1.4479, 1.0191)
H (0.7555, 1.8336, 1.0621)
H (-1.5643, -0.6454, -0.2039)
H (-0.0903, -1.9170, 0.4020)
H (-0.6251, -2.1231, -1.8296)



Version iii
Here is an isolated molecule of C3H5IO from OMol25. Energies are from ωB97M-V/def2-TZVPD.

Properties
Total charge = 0
Kohn-Sham gap = 9.9737 eV
Spin multiplicity = 1

Atoms and positions in Å:
C (1.2549, 0.3777, 0.3649)
C (-0.0457, -0.3572, 0.2332)
C (-1.0354, 0.0548, -0.7878)
O (1.1549, -1.0331, -0.0782)
I (-0.6218, -1.0686, 2.1630)
H (1.4701, 1.0528, -0.3936)
H (1.7355, 0.4593, 1.4506)
H (-1.3670, 1.0439, -0.5301)
H (-1.9078, -0.5878, -0.6489)
H (-0.6378, 0.0581, -1.7730)



Most stable: version iii. Least stable: version ii.



Version i
Here is a cluster of 2 separate species, C9H12N2O2S in total from OMol25. Energies are from ωB97M-V/def2-TZVPD.

Properties
Total charge = 0
Kohn-Sham gap = 9.0948 eV
Spin multiplicity = 1

Atoms and positions in Å:
C (1.6043, 3.1050, -0.1511)
C (0.3866, 3.5128, 0.4094)
C (1.6951, 1.9249, -0.8091)
C (-0.6891, 2.6905, 0.3784)
C (0.6109, 1.0896, -0.9172)
C (-0.5605, 1.4696, -0.2871)
C (-0.9614, -1.3359, 1.1620)
C (0.1773, -2.5622, -0.0714)
C (1.0939, -3.3966, 0.7579)
N (-2.1200, -0.4231, 1.0250)
N (0.0017, -2.5080, -1.2780)
O (-3.1740, 1.3659, -0.1755)
O (-2.0250, -0.2868, -1.5670)
S (-2.0145, 0.5019, -0.1781)
H (2.5137, 3.7437, -0.1612)
H (0.3538, 4.5284, 0.9827)
H (2.6996, 1.6345, -1.2980)
H (-1.6321, 2.9477, 0.6711)
H (0.5926, 0.2861, -1.7222)
H (-1.2901, -2.2420, 1.7123)
H (-0.1231, -0.8966, 1.7282)
H (1.8954, -2.8949, 1.4416)
H (1.7920, -4.1314, 0.2189)
H (0.4875, -3.8309, 1.5463)
H (0.5093, -3.1226, -1.9722)
H (-1.8239, -1.1696, -1.4459)



Version ii
Here is a structure of composition C9H12N2O2S from OMol25. Energies are from ωB97M-V/def2-TZVPD.

Properties
Total charge = 0
Kohn-Sham gap = 8.3737 eV
Spin multiplicity = 1

Atoms and positions in Å:
C (2.5645, -0.6065, -1.4221)
C (1.3686, -0.7838, 1.4664)
C (1.0086, -1.2989, 0.2946)
C (-0.2323, 1.7021, 0.0681)
C (1.2543, -0.3925, -0.8875)
C (1.2612, 1.4136, 0.0193)
C (0.3686, -2.6611, 0.1671)
C (-3.0457, -0.2815, -0.1567)
C (-2.3412, 0.8992, 0.5527)
N (3.6827, -0.7300, -1.7321)
N (1.8884, 2.4565, -0.5953)
O (-0.6279, 2.5784, -0.6447)
O (-0.9473, 0.7889, 0.6396)
S (1.7625, 0.9226, 1.6911)
H (1.2260, -1.2575, 2.4154)
H (0.4436, -0.5317, -1.5703)
H (0.8835, -3.4909, 0.7841)
H (0.5032, -2.9996, -0.7873)
H (-0.6197, -2.4702, 0.3745)
H (-2.6140, -1.0827, 0.3156)
H (-4.0569, -0.1564, -0.0591)
H (-2.8331, -0.4663, -1.2354)
H (-2.6471, 0.9620, 1.6206)
H (-2.5575, 1.8333, -0.0368)
H (1.3885, 3.3153, -0.7440)
H (2.9184, 2.3379, -0.5377)



Version iii
Here is a cluster of 2 separate species, C9H12N2O2S in total from OMol25. Energies are from ωB97M-V/def2-TZVPD.

Properties
Total charge = 0
Kohn-Sham gap (alpha / beta) = 7.2540 / 7.8548 eV
Spin multiplicity = 1

Atoms and positions in Å:
C (0.3378, 0.1857, 2.4588)
C (1.0744, 0.7484, 3.2396)
C (-0.2139, -0.3624, 1.2922)
C (-0.2146, 0.6187, 0.1533)
C (0.2501, -0.2825, -1.1138)
C (-0.9601, -2.1453, 0.0374)
C (-0.8120, -1.3385, -1.3028)
C (1.9989, 1.4967, 4.1587)
C (-0.3288, -2.3340, -2.3685)
N (-0.6203, -1.5269, 1.1986)
N (-0.7087, 1.7378, 0.2384)
O (-1.6341, 2.3027, -2.8612)
O (0.7139, 3.0206, -2.4211)
S (-0.6649, 2.9026, -1.9670)
H (0.1116, 0.5817, -1.8174)
H (1.2502, -0.6317, -0.8153)
H (-2.0850, -2.5184, 0.0488)
H (-0.2618, -3.0503, -0.0818)
H (-1.8892, -0.8940, -1.5173)
H (1.3578, 2.4526, 4.3071)
H (2.1099, 0.9487, 5.0649)
H (2.9797, 1.5417, 3.5442)
H (0.6112, -2.8808, -1.9704)
H (-0.1598, -1.7582, -3.3050)
H (-1.1239, -3.0104, -2.5709)
H (-1.1183, 4.1955, -1.6294)



Most stable: version ii. Least stable: version iii.